164
Properties=species:S:1:pos:R:3:forces:R:3 method="wB97M-V/def2-TZVPD" spin_multiplicity=1 largest_force_ha_per_bohr=0.068 lumo_energy_ev=-0.45 gap_ev=9.807 relative_energy_kj_mol=0.0 e_tot_ev=-197022.491
O 2.076015 4.898782 -4.567511 0.61 0.05 0.74
S 1.357534 4.334558 -5.647124 -2.05 1.61 0.75
O 1.893305 3.353241 -6.481640 1.14 -1.46 -1.67
O 0.034209 3.746776 -5.007366 -0.43 -0.19 -0.05
C -0.941270 2.994864 -5.808202 -0.22 -0.12 0.90
C -0.871516 1.535292 -5.385179 0.11 0.48 -0.45
C 0.653152 5.697727 -6.545053 0.75 -0.45 -0.35
H -0.841245 3.129600 -6.886942 0.37 0.15 0.15
H -1.888610 3.433956 -5.474164 0.05 -0.06 -0.33
H -1.594524 0.942752 -5.949800 -0.02 0.08 0.06
H -1.097288 1.470070 -4.324131 0.12 -0.23 0.05
H 0.122570 1.147521 -5.600802 0.00 -0.11 0.15
H 1.455936 6.143939 -7.127849 0.02 0.05 -0.03
H 0.294421 6.405764 -5.811936 -0.25 0.06 0.05
H -0.105639 5.313450 -7.217264 -0.19 0.13 -0.01
O -2.445087 2.136108 7.474567 0.07 -0.69 0.45
S -2.250913 3.107662 6.456408 -1.02 0.68 0.01
O -1.000486 3.754966 6.302396 1.27 0.44 0.17
O -2.609869 2.508598 5.051573 -0.65 -0.49 -0.48
C -2.202304 1.131660 4.757713 0.42 0.37 0.55
C -2.319839 0.930789 3.271002 -0.61 -0.65 0.57
C -3.539026 4.337195 6.550130 0.65 -0.96 -0.79
H -2.847615 0.445033 5.314615 0.03 0.15 -0.09
H -1.182573 1.030357 5.154366 -0.39 -0.13 -0.22
H -3.385652 0.928681 3.038800 0.06 0.14 -0.29
H -1.962661 -0.082750 3.067965 0.14 0.16 -0.29
H -1.808474 1.672538 2.672565 0.26 -0.07 0.04
H -3.304204 4.990854 5.716820 -0.26 0.39 0.11
H -3.497908 4.810326 7.517348 0.03 0.17 0.18
H -4.454364 3.785257 6.371566 -0.26 0.19 0.15
O 8.017394 1.198284 4.607611 0.39 0.64 0.51
S 7.242906 0.224574 3.934519 -0.30 1.41 -0.87
O 7.285867 -1.121110 4.344157 0.31 -1.72 0.06
O 5.735783 0.708928 4.036567 -0.01 0.24 0.36
C 4.740945 -0.274667 3.763419 -1.14 -0.39 0.23
C 4.238157 -0.977736 5.023313 0.68 -0.54 -0.78
C 7.498395 0.515372 2.189939 0.00 -0.90 0.57
H 5.105426 -1.018494 3.051654 -0.04 0.16 -0.09
H 3.893082 0.271679 3.341428 0.27 0.06 -0.27
H 3.456543 -1.675692 4.697196 -0.23 0.30 0.18
H 3.871052 -0.267030 5.753302 -0.09 -0.05 0.18
H 5.038061 -1.614965 5.403589 -0.03 0.27 0.35
H 6.900744 1.401210 2.025407 0.20 0.23 -0.40
H 7.159381 -0.332742 1.599034 -0.20 0.03 0.01
H 8.565170 0.639326 2.053006 0.09 0.27 -0.08
O -0.241655 6.468632 -0.111529 0.38 0.76 0.61
S -0.504580 5.150503 -0.538629 -1.05 -1.02 -1.56
O 0.321200 4.037053 -0.189425 0.62 -0.14 0.51
O -2.008766 4.755795 -0.151336 0.36 0.04 -0.15
C -2.151057 3.828832 0.922621 -0.51 -1.87 1.08
C -1.901707 4.442451 2.283071 0.01 0.45 -0.32
C -0.645520 5.137773 -2.308357 0.55 0.42 0.74
H -1.577539 2.896016 0.794380 0.54 0.67 -0.37
H -3.144860 3.367393 0.868489 -0.18 0.92 -0.15
H -2.513334 5.345331 2.342096 0.01 -0.03 0.32
H -0.859738 4.739206 2.419351 0.02 -0.02 -0.09
H -2.153895 3.746840 3.082811 -0.13 0.12 -0.11
H 0.378102 5.213782 -2.674897 0.02 -0.01 -0.03
H -1.181664 6.043811 -2.566600 -0.34 -0.16 -0.31
H -1.065126 4.192603 -2.619968 -0.26 0.01 -0.13
O -3.067878 -0.539282 -3.489151 -0.47 0.68 0.42
S -2.344200 -1.544260 -4.182217 -0.96 -0.82 -0.42
O -0.933396 -1.496071 -4.236430 1.21 0.29 -0.26
O -2.786552 -2.904520 -3.556243 -0.33 0.51 0.42
C -1.986107 -4.051966 -3.828404 0.61 -1.22 -0.12
C -2.747561 -5.211604 -3.246901 -0.85 -0.22 0.11
C -3.056229 -1.754440 -5.783059 0.46 -0.17 -0.50
H -0.988939 -3.923352 -3.416566 -0.02 0.07 0.22
H -1.866134 -4.218684 -4.905428 -0.05 0.30 0.04
H -3.188893 -4.965971 -2.278060 0.28 0.11 0.02
H -2.168065 -6.118207 -3.127529 0.35 -0.01 -0.12
H -3.596523 -5.436805 -3.900905 0.09 -0.07 0.06
H -4.025176 -2.229151 -5.678868 -0.21 0.29 0.14
H -2.424705 -2.432057 -6.357342 0.11 0.05 0.06
H -3.098730 -0.805053 -6.305155 -0.13 0.11 0.05
O -7.856002 -2.147208 2.673602 -1.53 -0.73 -0.18
S -6.577649 -1.647384 2.967472 0.58 1.31 -1.29
O -5.851397 -2.040842 4.102592 0.70 -0.47 1.80
O -5.698914 -1.954159 1.695803 -0.17 -0.13 -0.55
C -4.298865 -2.111305 1.866326 1.77 -1.04 -0.01
C -3.671514 -2.776825 0.660882 -1.26 0.09 -1.47
C -6.696916 0.110917 2.878988 -0.45 -0.11 -0.16
H -4.073772 -2.818445 2.662412 -0.29 0.54 0.52
H -3.782990 -1.168241 2.030092 -0.36 0.23 0.25
H -2.589574 -2.757531 0.672729 0.13 -0.04 0.37
H -4.002094 -2.297195 -0.275420 0.19 0.15 0.21
H -4.028106 -3.804454 0.547941 0.19 -0.04 0.26
H -5.768215 0.597687 3.142313 0.15 0.02 0.03
H -7.521170 0.397483 3.527038 0.12 0.06 0.22
H -6.991528 0.328056 1.855615 0.15 0.12 -0.06
O -0.173037 -3.087405 1.568174 -0.03 -1.19 -0.07
S 0.443933 -2.089890 0.760384 0.16 2.24 1.48
O 0.833122 -2.327028 -0.579700 0.12 -0.65 -1.07
O -0.530329 -0.826156 0.817546 0.02 -0.41 -0.16
C -1.271591 -0.445083 -0.364551 -0.03 0.56 -0.67
C -0.518120 0.604135 -1.139623 1.25 0.40 0.07
C 1.803384 -1.388202 1.660592 -0.36 -0.06 -0.87
H -2.230617 -0.073828 -0.012802 0.03 -0.23 0.15
H -1.402031 -1.277141 -1.056346 -0.26 -0.30 0.41
H -1.099421 1.076563 -1.929694 -0.15 -0.29 -0.02
H 0.373941 0.131477 -1.565780 -0.19 0.00 -0.29
H -0.092500 1.403282 -0.525019 -0.50 -0.11 0.17
H 1.469146 -1.100988 2.650716 0.06 -0.21 0.19
H 2.075597 -0.495107 1.107346 0.12 0.08 0.00
H 2.604686 -2.118412 1.604657 0.16 -0.05 0.34
O 5.030918 -2.607839 -4.525091 1.01 -0.29 -0.20
S 4.247159 -2.038160 -3.499842 -1.79 0.90 -1.12
O 4.505537 -2.223444 -2.112159 0.26 -0.45 0.59
O 4.216904 -0.464630 -3.785316 0.09 -0.40 -0.37
C 3.750259 0.413262 -2.759222 0.50 -0.04 1.51
C 2.795160 1.447291 -3.248027 -0.48 0.04 -0.74
C 2.553609 -2.414213 -3.884620 0.24 0.66 0.57
H 4.637250 0.913356 -2.364790 0.06 0.03 -0.10
H 3.370665 -0.145644 -1.898225 -0.16 -0.13 -0.23
H 2.662602 2.208172 -2.478822 0.26 0.21 -0.14
H 1.782168 1.103775 -3.478620 0.14 -0.39 0.01
H 3.214420 1.841125 -4.174640 -0.15 0.51 0.13
H 2.388381 -3.466563 -3.692289 -0.20 -0.09 0.03
H 2.367250 -2.122101 -4.910667 0.23 -0.24 -0.24
H 1.960409 -1.737146 -3.269089 -0.24 -0.42 0.27
O 3.311261 -4.347997 3.053566 -0.56 -0.21 0.35
H 2.893819 -5.203071 3.244976 0.19 0.33 -0.05
H 3.071817 -3.779514 3.799892 0.18 -0.17 -0.21
O 0.214885 -1.136322 5.486750 -0.04 -0.18 0.32
H 0.495283 -2.065545 5.499231 -0.11 0.34 -0.01
H 0.033872 -0.921728 6.417693 0.07 -0.08 -0.37
O 5.129084 -1.381701 0.519559 -0.28 0.64 -0.27
H 4.988900 -0.407070 0.550998 -0.04 -0.57 0.01
H 4.815482 -1.628849 -0.370706 0.27 -0.01 0.24
O 0.821727 1.437980 3.816321 -0.13 0.32 0.54
H 0.672840 2.180386 4.428450 0.09 -0.33 -0.17
H 0.413867 0.667947 4.248512 0.40 0.14 -0.20
O 1.664526 1.923517 1.214246 -0.34 0.44 0.76
H 1.523832 2.071148 2.186304 0.02 -0.49 -1.08
H 1.045945 2.530166 0.764330 0.49 -0.08 0.20
O 5.516738 -4.103965 1.276361 -0.50 0.60 0.17
H 4.746348 -4.197168 1.880856 0.82 0.27 -0.45
H 5.576607 -3.138595 1.073416 -0.14 -0.91 0.30
O 4.242495 1.299267 0.453111 -0.90 0.33 0.05
H 3.284690 1.495100 0.687008 0.98 0.00 -0.16
H 4.521634 2.046116 -0.092842 -0.04 -0.16 0.19
O -1.773432 -2.888200 3.834475 0.86 -0.10 -0.51
H -1.101892 -3.089279 3.130238 -0.90 0.35 0.74
H -1.420395 -2.118117 4.302110 -0.07 -0.16 -0.08
C 3.324115 -5.269690 -0.685433 -0.29 0.86 -0.70
C 2.250867 -6.166051 -0.090238 0.03 -0.10 -0.08
O 1.254670 -6.244188 -1.142018 0.24 0.17 0.89
C 1.837374 -5.907983 -2.312598 1.16 -0.71 2.08
O 1.390923 -6.187652 -3.355269 -1.22 0.14 -2.34
O 3.045601 -5.378118 -2.111090 0.57 0.17 0.22
H 4.360182 -5.510459 -0.473685 -0.04 -0.36 -0.12
H 3.222201 -4.206521 -0.457742 -0.23 -0.12 0.26
H 1.810038 -5.758298 0.817476 -0.16 0.05 -0.15
H 2.630389 -7.174568 0.115093 -0.16 0.13 -0.13
C -5.305223 1.883294 -2.573379 0.41 0.72 0.31
C -3.818634 2.309282 -2.503046 0.23 -1.52 -0.38
O -3.420816 1.951317 -1.145543 0.08 0.39 -1.15
C -4.410332 1.286736 -0.530203 -1.05 1.51 -3.01
O -4.380758 0.902699 0.561658 0.46 -1.26 3.13
O -5.517826 1.210199 -1.308549 0.03 0.39 -0.94
H -5.487357 1.215135 -3.412490 0.05 -0.28 0.27
H -5.954621 2.755817 -2.711925 -0.15 -0.29 0.56
H -3.536861 3.329620 -2.745792 -0.43 0.27 0.53
H -3.299810 1.663788 -3.229748 0.25 0.18 0.62